Record 1
C4H5ClN2 | ωB97M-V/def2-TZVPD

* total charge: 0
* Kohn-Sham gap: 10.91 eV
* SMILES string: CC1=NCN=C1Cl
* HOMO: -10.469 eV

Atoms and positions in Å:
1 C -1.57476 -0.48458 0.89821
2 C -0.27361 0.01645 0.26748
3 N 0.21048 1.15322 0.52710
4 C 1.48658 1.06444 -0.37550
5 N 1.54448 -0.10574 -1.22084
6 C 0.48746 -0.74249 -0.80913
7 Cl -0.12773 -2.11460 -1.42327
8 H -2.23254 -0.39216 0.01825
9 H -1.55784 -1.57870 1.21889
10 H -1.87877 0.17981 1.62616
11 H 1.57469 1.99449 -0.97824
12 H 2.34157 1.00986 0.25088

Mulliken population analysis, charges in e, atoms 1 to 2:
1 C -1.19
2 C 0.69

Record 2
C4H5ClN2O | ωB97M-V/def2-TZVPD

* total charge: 0
* Kohn-Sham gap: 8.19 eV
* SMILES string: Nc1cc(Cl)c(N)o1
* HOMO: -7.352 eV

Atoms and positions in Å:
1 N -1.38508 -1.10111 -1.82675
2 C -0.73521 -0.52188 -0.73081
3 C -1.27589 0.19202 0.35126
4 C -0.15180 0.50881 1.14166
5 Cl -0.27048 1.56105 2.56350
6 C 0.96934 0.20265 0.48428
7 N 2.32950 0.38003 0.61767
8 O 0.63316 -0.37146 -0.70958
9 H -0.85953 -1.09035 -2.76611
10 H -2.36868 -0.75190 -1.79365
11 H -2.36754 0.39042 0.62195
12 H 2.60476 1.08436 1.29988
13 H 2.87744 -0.48264 0.74670

Mulliken population analysis, charges in e, atoms 1 to 2:
1 N -0.52
2 C 0.31

Record 3
C4H5ClN2O3 | ωB97M-V/def2-TZVPD

* total charge: 0
* Kohn-Sham gap: 8.02 eV
* SMILES string: Oc1ccc(O)n1ONCl
* HOMO: -8.052 eV

Atoms and positions in Å:
1 O -0.57094 2.20261 0.73051
2 C 0.21298 1.26140 0.14924
3 C 1.01706 1.34239 -0.93245
4 C 1.47858 0.01495 -1.32956
5 C 0.88143 -0.89089 -0.47231
6 O 1.00039 -2.24741 -0.40043
7 N 0.19851 -0.07683 0.50325
8 O -0.76242 -0.56099 1.68871
9 N -1.97482 -0.94914 1.24412
10 Cl -3.10117 0.37546 0.87242
11 H -1.26720 1.64082 1.05210
12 H 1.09800 2.23338 -1.46842
13 H 1.96754 -0.21614 -2.14082
14 H 1.83740 -2.42136 -0.04693
15 H -2.01533 -1.70825 0.55057

Mulliken population analysis, charges in e, atoms 1 to 2:
1 O -0.41
2 C 0.41

Record 4
C4H5ClN2S | ωB97M-V/def2-TZVPD

* total charge: 0
* Kohn-Sham gap (alpha / beta): 6.41 / 6.41 eV
* HOMO (alpha / beta): -7.106 / -7.107 eV

Atoms and positions in Å:
1 C 1.11037 -0.19331 0.19723
2 C 2.11247 -1.19373 0.05827
3 C -0.74768 -1.70189 -0.19304
4 C -1.11266 0.65640 0.03371
5 N 1.88979 -2.42231 -0.19558
6 N -0.26528 -0.52822 0.02058
7 S -1.46993 -3.03313 0.06024
8 Cl 3.70341 -0.30710 0.00206
9 H 1.14734 0.82060 0.55437
10 H -0.83920 1.52359 0.54758
11 H -1.04804 0.95871 -0.96197
12 H -2.05578 0.27818 0.23664
13 H 2.61053 -2.98321 -0.55367

Mulliken population analysis, charges in e, atoms 1 to 2:
1 C -0.62
2 C 0.66

Record 5
C4H5ClO | ωB97M-V/def2-TZVPD

* 2S+1: 3
* total charge: 0
* Kohn-Sham gap (alpha / beta): 6.78 / 7.34 eV
* HOMO (alpha / beta): -5.958 / -10.883 eV

Atoms and positions in Å:
1 C -2.79228 0.75999 0.05864
2 C -1.83343 1.48048 -0.03073
3 C 0.77359 -1.00364 -0.36003
4 C 1.76383 -0.21076 0.49005
5 O 1.80570 -0.00458 1.64197
6 Cl 3.03213 0.38807 -0.52931
7 H -3.39188 -0.04450 0.32405
8 H -0.03655 -1.22928 0.39688
9 H 1.23184 -1.96033 -0.77779
10 H 0.55781 -0.45232 -1.32325
11 H -1.11074 2.27687 0.10953

Mulliken population analysis, charges in e, atoms 1 to 2:
1 C -0.21
2 C -0.49

Record 6
C4H5ClO2S | ωB97M-V/def2-TZVPD

* total charge: 0
* Kohn-Sham gap (alpha / beta): 8.05 / 8.05 eV
* HOMO (alpha / beta): -8.476 / -8.476 eV

Atoms and positions in Å:
1 C 0.11728 -0.63131 0.16690
2 C -0.55696 0.46917 0.33180
3 C 2.36359 -0.34694 0.05935
4 C -2.03339 0.52176 -0.02636
5 O 2.93849 -1.33448 -0.22948
6 O -0.06473 1.69848 0.49110
7 S -0.07231 -2.26815 0.31584
8 Cl 2.95220 1.39229 0.07303
9 H -2.10340 -0.41255 -0.54290
10 H -2.34784 1.21849 -0.71294
11 H -2.73839 0.36663 0.74189
12 H 0.92040 1.69674 0.26496
13 H 0.62507 -2.37013 -0.93319

Mulliken population analysis, charges in e, atoms 1 to 2:
1 C -0.51
2 C 1.19

Record 7
C4H5ClO9Pd | ωB97M-V/def2-TZVPD

* total charge: -2
* Kohn-Sham gap: 6.45 eV
* HOMO: -0.389 eV

Atoms and positions in Å:
1 Pd 0.12644 -0.31384 -1.03326
2 O 2.46784 0.68196 -0.41756
3 C 1.79614 -0.44664 0.04494
4 O 2.10564 -1.56624 -0.41806
5 C 1.31584 -0.25654 1.48724
6 O -0.08606 -0.49414 1.53704
7 C -0.90606 0.64916 1.74214
8 C -0.52405 1.98116 0.97674
9 O -0.61136 3.01296 1.66214
10 O -0.22646 1.89456 -0.22446
11 H 2.51905 0.56526 -1.38156
12 H 1.55694 0.75486 1.83064
13 H 1.79234 -1.01444 2.12974
14 H -0.95066 0.87296 2.82344
15 H -1.89606 0.34876 1.37934
16 O -0.53205 -2.17994 -2.56336
17 Cl -1.66206 -1.31304 -2.39216
18 O -1.39156 0.01146 -2.86356
19 O -2.70596 -1.83804 -3.25766
20 O -2.18795 -1.35024 -1.06167

Mulliken population analysis, charges in e, atoms 1 to 2:
1 Pd -0.01
2 O -0.52

Record 8
C4H5ClOS | ωB97M-V/def2-TZVPD

* total charge: 0
* Kohn-Sham gap: 8.27 eV
* HOMO: -9.043 eV

Atoms and positions in Å:
1 C -0.82488 0.02085 0.50936
2 C -1.67124 1.37564 0.56791
3 C -0.00294 0.60500 -0.52413
4 C 1.40632 0.69946 -0.02063
5 H -0.34539 -0.49633 1.57173
6 H -2.87042 1.36730 0.39172
7 H -1.34448 1.93163 1.83293
8 H 0.04522 -0.17254 -1.34655
9 H 1.45667 1.70496 0.60873
10 O -0.60945 1.89749 -0.69137
11 S 2.51071 -0.51023 0.11227
12 Cl -1.51064 -1.62100 -0.14818

Mulliken population analysis, charges in e, atoms 1 to 2:
1 C -0.01
2 C -0.36

no.,molar mass (u)
1,116.55
2,132.55
3,164.55
4,148.62
5,104.54
6,152.60
7,338.95
8,136.60